[1]
Below is the molecule C4H4O at a distorted geometry, with properties calculated with the ωB97M-V functional and the def2-TZVPD basis.

Computed properties:
- E_HOMO (spin up / spin down): -7.799 / -7.800 eV
- SMILES: C1=C[C@H]2O[C@@H]12
- Orbital gap (spin up / spin down): 8.024 / 8.028 eV
- E: -229.84725 hartree

```
9
Properties=species:S:1:pos:R:3:forces:R:3:lowdin_charge:R:1
O 1.2739 -0.9690 0.1990 -0.72 -0.92 0.17 -0.087
C -0.3678 0.8166 0.4862 0.06 -0.56 1.53 -0.094
C 1.0985 0.4410 0.0872 -2.41 -1.10 -2.54 -0.084
C 0.0736 -0.9585 -0.5252 0.43 2.79 -0.48 -0.123
C -1.0765 -0.2964 0.2765 1.73 0.05 -0.14 -0.055
H -2.0208 -0.7266 0.5896 0.20 0.31 0.03 0.093
H -0.6569 1.6443 1.1296 0.15 0.30 -0.36 0.089
H -0.1458 -0.9033 -1.6375 1.69 -0.35 1.17 0.138
H 1.8219 0.9519 -0.6054 -1.14 -0.52 0.64 0.123
```
Forces are in eV/Å.

[2]
Below is the molecule C4H4O at a distorted geometry, with properties calculated with the ωB97M-V functional and the def2-TZVPD basis.

Computed properties:
- E_HOMO: -9.692 eV
- Orbital gap: 8.892 eV
- E: -229.83093 hartree

```
9
Properties=species:S:1:pos:R:3:forces:R:3:lowdin_charge:R:1
O -2.1018 0.0297 -1.0130 -2.72 -0.98 -1.34 0.081
C -1.1844 0.7631 -0.3742 1.12 -0.35 2.43 -0.338
C 0.1457 0.1726 -0.2831 1.73 0.63 0.82 -0.032
C -2.7421 -0.2098 1.5978 1.05 0.79 -3.58 0.220
C -2.3294 0.0656 0.3459 -0.34 -0.71 2.81 -0.356
H 0.0722 -0.8752 -0.5145 0.19 -0.54 0.46 0.094
H 0.8330 0.6091 -1.0058 -0.09 0.16 -0.31 0.085
H -1.2422 1.8031 -0.3121 -0.50 1.74 -0.53 0.132
H 0.6036 0.4414 0.7070 -0.43 -0.75 -0.78 0.115
```
Forces are in eV/Å.

[3]
Below is the molecule C4H4O at a distorted geometry, with properties calculated with the ωB97M-V functional and the def2-TZVPD basis.

Computed properties:
- E_HOMO (spin up / spin down): -7.248 / -7.502 eV
- Orbital gap (spin up / spin down): 8.006 / 8.140 eV
- E: -229.79267 hartree

```
9
Properties=species:S:1:pos:R:3:forces:R:3:lowdin_charge:R:1
O 0.9865 -0.6051 0.5066 0.77 -2.60 1.84 -0.055
C -0.0897 -1.0403 -1.6933 0.84 3.34 1.77 0.043
C 1.1922 0.0801 1.5691 -0.53 2.23 2.20 -0.037
C -0.3568 0.2424 -1.4143 -0.02 -0.94 -0.38 0.022
C 0.8256 -0.3455 -0.7201 -2.28 0.98 -4.62 -0.257
H -1.0368 1.0617 -1.7219 0.79 -0.58 0.42 0.100
H -0.3157 -1.7643 -2.4041 -0.23 -1.40 -0.72 0.067
H 0.6628 0.9962 1.8675 0.09 -0.06 -1.12 0.074
H 1.5100 -0.4647 2.4102 0.57 -0.97 0.59 0.043
```
Forces are in eV/Å.

[4]
Below is the molecule C4H4O at a distorted geometry, with properties calculated with the ωB97M-V functional and the def2-TZVPD basis.

Computed properties:
- E_HOMO (spin up / spin down): -6.550 / -9.918 eV
- Multiplicity: 3
- Orbital gap (spin up / spin down): 7.650 / 7.858 eV
- E: -229.74449 hartree
- Expectation value of S²: 2.02

```
9
Properties=species:S:1:pos:R:3:forces:R:3:lowdin_charge:R:1
O -1.4951 0.4255 0.2565 -0.05 -0.85 -0.87 0.010
C 0.6707 1.1352 -0.1206 3.62 3.35 1.16 0.062
C -0.1282 0.1558 0.4528 0.50 1.68 -0.94 -0.489
C -0.9293 -0.3264 -0.8228 -2.41 -1.41 0.53 0.035
C -0.0308 -1.2118 0.1512 -6.71 -0.56 2.70 0.009
H -0.8632 -1.7772 0.7669 2.29 0.31 -1.27 0.160
H 1.7718 1.1300 -0.2251 -0.84 -0.44 0.23 0.079
H 0.7848 -1.6401 -0.1991 3.65 -1.98 -1.42 0.061
H 0.2193 2.1091 -0.2598 -0.04 -0.11 -0.11 0.073
```
Forces are in eV/Å.

[5]
Below is a structure of composition C4H4O2, with properties calculated with the ωB97M-V functional and the def2-TZVPD basis.

Computed properties:
- E_HOMO: -9.546 eV
- Orbital gap: 10.464 eV
- E: -305.09420 hartree

```
10
Properties=species:S:1:pos:R:3:forces:R:3:lowdin_charge:R:1
O 1.2144 0.9425 0.0707 0.10 -0.13 -0.10 0.112
O 1.8283 -1.2917 0.6151 -0.04 0.12 -0.07 0.103
C -0.2782 -0.7411 0.0692 -0.04 -0.11 -0.15 -0.055
C 1.0961 -0.3908 0.1219 0.11 -0.24 0.20 -0.545
C -0.9823 0.3077 -0.7719 -0.14 0.21 -0.11 -0.065
C -0.2273 0.8082 0.3791 -0.38 0.47 0.01 -0.167
H -0.6288 0.5413 -1.7746 0.03 -0.02 0.14 0.118
H 0.6766 -1.8019 0.6347 0.24 -0.18 0.10 0.233
H -2.0609 0.3219 -0.6631 0.06 0.00 0.02 0.109
H -0.5420 1.3173 1.2795 0.06 -0.11 -0.05 0.157
```
Forces are in eV/Å.

[6]
Below is the molecule C4H4O2 at a distorted geometry, with properties calculated with the ωB97M-V functional and the def2-TZVPD basis.

Computed properties:
- E_HOMO (spin up / spin down): -8.199 / -9.524 eV
- Orbital gap (spin up / spin down): 6.802 / 8.103 eV
- E: -305.12648 hartree

```
10
Properties=species:S:1:pos:R:3:forces:R:3:lowdin_charge:R:1
O -0.4144 1.6865 -0.2660 0.05 0.21 -0.11 0.128
O -2.5025 0.0704 -0.1649 0.12 -0.03 0.05 0.055
C 1.0322 -0.2188 0.1105 1.29 -0.01 -0.47 -0.207
C -1.4077 -0.4436 -0.0515 0.33 0.41 -0.07 -0.194
C -0.1805 0.4029 -0.0988 -1.42 -0.15 0.07 -0.317
C 2.3199 -0.1119 -0.3868 -1.25 -0.46 1.42 0.144
H 3.0422 -0.5983 0.2963 0.13 0.35 -0.46 0.015
H -1.2531 -1.5361 -0.0190 -0.07 0.14 0.17 0.133
H 0.7560 -1.0339 0.8010 0.64 -0.48 -0.37 0.117
H -1.3921 1.7828 -0.2208 0.17 0.01 -0.22 0.127
```
Forces are in eV/Å.

[7]
Below is the molecule C4H4O2, with properties calculated with the ωB97M-V functional and the def2-TZVPD basis.

Computed properties:
- E_HOMO: -9.287 eV
- SMILES: O=CC=C=CO
- Orbital gap: 10.055 eV
- E: -305.18527 hartree

```
10
Properties=species:S:1:pos:R:3:forces:R:3:lowdin_charge:R:1
O -1.3770 -0.2172 -1.2958 0.07 0.55 0.01 0.033
O 0.5680 -1.8893 0.3096 -0.08 0.03 0.02 0.042
C -0.6045 1.1760 0.4848 0.04 -0.15 0.10 -0.049
C 0.2962 0.3647 0.9901 0.00 -0.05 -0.31 -0.006
C 1.0481 -0.6614 0.5771 0.13 0.16 0.18 -0.205
C -0.6430 0.6789 -0.9373 -0.09 -0.20 -0.25 -0.287
H -1.2558 1.9136 0.9407 0.08 -0.23 0.02 0.100
H 0.2110 1.0163 -1.5575 -0.22 0.03 -0.15 0.134
H -0.3660 -1.8051 0.0406 0.14 -0.03 0.17 0.110
H 2.1230 -0.5766 0.4476 -0.07 -0.10 0.19 0.128
```
Forces are in eV/Å.

[8]
Below is the molecule C4H4O2, with properties calculated with the ωB97M-V functional and the def2-TZVPD basis.

Computed properties:
- E_HOMO: -8.586 eV
- SMILES: C#C/C(O)=C/O
- Orbital gap: 9.157 eV
- E: -305.20084 hartree

```
10
Properties=species:S:1:pos:R:3:forces:R:3:lowdin_charge:R:1
O -0.0305 -1.6024 -0.5273 -0.20 0.01 -0.02 0.065
O -2.1804 0.0109 -0.3431 -0.05 0.13 -0.16 -0.018
C 1.4133 0.0324 0.3932 0.49 0.16 0.15 -0.065
C -0.9456 0.4903 0.0571 0.32 -0.07 0.07 -0.131
C 2.5193 0.3757 0.7244 -0.43 -0.15 -0.12 0.138
C 0.0969 -0.3455 -0.0265 -0.07 0.35 0.13 -0.363
H -2.5130 0.5731 -1.0548 -0.07 -0.08 0.15 0.109
H -0.9776 -1.6997 -0.7261 0.19 -0.10 -0.02 0.107
H 3.5001 0.6785 1.0193 -0.18 -0.07 -0.05 0.031
H -0.8826 1.4868 0.4839 0.02 -0.18 -0.12 0.127
```
Forces are in eV/Å.

[9]
Below is the molecule C4H4O2 at a distorted geometry, with properties calculated with the ωB97M-V functional and the def2-TZVPD basis.

Computed properties:
- E_HOMO: -9.446 eV
- SMILES: O=C1CC=CO1
- Orbital gap: 10.219 eV
- E: -305.20794 hartree

```
10
Properties=species:S:1:pos:R:3:forces:R:3:lowdin_charge:R:1
O -2.4943 -0.2399 -0.0754 2.77 2.00 0.59 0.118
O -0.6277 1.1986 0.4694 -4.19 0.68 1.92 -0.013
C -1.3185 0.0845 -0.0796 0.14 -0.37 -1.64 -0.408
C 1.1072 -0.0128 -0.1295 1.22 -1.38 3.04 -0.091
C 0.6461 0.8963 0.7885 3.05 1.04 -1.37 -0.167
C -0.1757 -0.6977 -0.7294 1.01 -0.82 1.24 -0.081
H 2.1520 -0.5333 0.0964 -2.44 1.10 -1.10 0.132
H -0.3631 -1.6369 -0.0245 0.85 0.84 -2.53 0.169
H -0.1546 -0.7290 -1.8878 -0.52 -0.60 2.20 0.151
H 1.2284 1.6704 1.5720 -1.89 -2.50 -2.35 0.189
```
Forces are in eV/Å.

[10]
Below is a cluster of 2 separate species, C4H4O2 in total at a distorted geometry, with properties calculated with the ωB97M-V functional and the def2-TZVPD basis.

Computed properties:
- E_HOMO: -10.422 eV
- Orbital gap: 11.296 eV
- E: -305.18805 hartree

```
10
Properties=species:S:1:pos:R:3:forces:R:3:lowdin_charge:R:1
O -3.5890 -0.8736 1.1545 0.86 0.45 2.17 0.034
O 1.8333 0.5820 -0.1169 1.13 -2.83 0.99 -0.069
C 0.9450 -0.4841 0.3400 -0.90 1.58 -1.55 -0.222
C -0.8243 -0.5161 -1.6160 -1.46 -0.29 -1.30 0.083
C -0.0955 -0.7944 -0.7099 1.11 1.44 1.06 -0.112
C -3.9898 -1.0882 0.1455 -0.84 -0.45 -2.17 -0.038
H 0.4072 -0.0998 1.2427 0.67 -1.05 -0.36 0.127
H -1.5498 -0.3713 -2.4149 0.66 -0.17 0.62 0.042
H 1.4311 1.3656 -0.4069 -1.54 1.31 -0.49 0.049
H 1.5636 -1.3667 0.3735 0.31 0.00 1.03 0.105
```
Forces are in eV/Å.

[11]
Below is a cluster of 2 separate species, C4H4O2 in total at a distorted geometry, with properties calculated with the ωB97M-V functional and the def2-TZVPD basis.

Computed properties:
- E_HOMO: -8.976 eV
- Orbital gap: 8.709 eV
- E: -305.15720 hartree

```
10
Properties=species:S:1:pos:R:3:forces:R:3:lowdin_charge:R:1
O 3.1559 -0.8437 0.3523 -1.63 0.14 1.17 0.229
O 1.1356 1.6250 -0.7870 -2.86 -2.56 0.58 0.061
C -1.6525 0.1125 -0.2868 1.22 3.04 -3.51 -0.002
C 2.0413 -0.6567 0.6340 2.36 -0.11 -1.56 -0.112
C 0.7661 -0.3051 0.5989 0.91 0.18 -0.15 -0.100
C 0.4269 0.7226 -0.3466 -0.54 1.20 0.23 -0.235
H -1.9679 0.1645 0.7584 0.22 0.38 -0.36 0.018
H -1.8584 -0.8662 -0.7680 0.74 0.50 0.44 0.023
H -0.0343 -0.8958 0.8947 -0.55 -1.10 1.01 0.060
H -2.0127 0.9429 -1.0497 0.15 -1.67 2.15 0.058
```
Forces are in eV/Å.

[12]
Below is the molecule C4H4O2 at a distorted geometry, with properties calculated with the ωB97M-V functional and the def2-TZVPD basis.

Computed properties:
- E_HOMO (spin up / spin down): -7.769 / -10.537 eV
- Multiplicity: 3
- Orbital gap (spin up / spin down): 8.708 / 9.433 eV
- E: -305.07689 hartree
- Expectation value of S²: 2.01

```
10
Properties=species:S:1:pos:R:3:forces:R:3:lowdin_charge:R:1
O -0.8389 -1.1523 3.1571 0.32 1.68 -0.18 0.157
O -0.4248 1.1934 2.4756 1.81 1.34 1.52 0.161
C -1.0072 0.6266 1.3775 -2.41 -1.38 -1.40 -0.119
C 0.5513 -0.4644 0.1123 -1.00 -2.25 -1.39 0.056
C -0.8468 -0.1611 2.4910 -1.16 -1.78 -0.07 -0.381
C -0.6370 0.3517 -0.0730 2.49 1.73 3.66 -0.140
H 1.5160 -0.2057 0.2373 2.87 2.09 0.05 0.032
H -1.4746 -0.0162 -0.5147 -2.15 -1.55 -1.43 0.088
H -0.3062 1.2194 -0.5394 0.04 1.94 -1.00 0.096
H 0.5062 -1.4784 0.3362 -0.82 -1.82 0.24 0.050
```
Forces are in eV/Å.